# C40H125N9O18

A cluster of 18 separate species, C40H125N9O18 in total in a non-equilibrium geometry (ωB97M-V/def2-TZVPD, the OMol25 dataset).

Geometry as XYZ:
```
192
Properties=species:S:1:pos:R:3
O 3.943 -2.102 -1.327
H 4.472 -1.395 -0.921
H 3.588 -2.639 -0.597
O 1.141 -0.900 3.382
H 1.346 0.001 3.675
H 2.004 -1.283 3.096
O 4.504 0.101 -4.445
H 4.034 -0.734 -4.289
H 4.173 0.410 -5.294
O -1.586 -3.350 0.696
H -1.262 -2.437 0.806
H -1.584 -3.476 -0.262
O 1.525 -2.404 -5.749
H 1.663 -3.100 -6.399
H 2.207 -2.562 -5.068
O -0.412 5.080 1.065
H 0.013 4.942 1.918
H 0.286 5.403 0.480
O 3.596 -2.631 -3.900
H 3.731 -2.484 -2.930
H 4.094 -3.429 -4.106
C -0.361 1.808 0.165
C -0.579 0.366 -0.254
C 0.549 -0.158 -1.135
O 0.640 0.610 -2.301
C 1.518 0.035 -3.244
N -0.704 -0.510 0.918
H -0.164 2.485 -0.674
H 0.489 1.867 0.856
H -1.251 2.230 0.642
H -1.511 0.299 -0.823
H 0.327 -1.211 -1.375
H 1.499 -0.153 -0.568
H 1.089 -0.858 -3.719
H 2.475 -0.242 -2.782
H 1.715 0.763 -4.031
H 0.163 -0.547 1.458
H -1.341 -0.018 1.558
C -2.647 -2.508 4.313
C -1.725 -2.205 5.492
C -2.190 -2.863 6.769
O -3.240 -2.115 7.335
C -3.695 -2.671 8.534
N -0.367 -2.670 5.155
H -2.985 -3.545 4.362
H -2.192 -2.237 3.365
H -3.586 -1.948 4.433
H -1.726 -1.118 5.677
H -1.334 -2.902 7.468
H -2.489 -3.901 6.563
H -3.950 -3.738 8.436
H -4.611 -2.157 8.823
H -2.958 -2.592 9.345
H 0.005 -1.983 4.492
H 0.213 -2.576 5.989
C 3.669 1.971 2.467
C 3.280 1.919 3.939
C 3.974 3.012 4.698
O 3.676 2.822 6.070
C 4.478 3.615 6.924
N 1.811 2.022 4.043
H 3.123 1.239 1.871
H 4.742 1.770 2.357
H 3.523 2.959 2.018
H 3.606 0.950 4.322
H 3.658 4.009 4.362
H 5.067 2.921 4.582
H 4.250 3.317 7.944
H 4.217 4.681 6.843
H 5.537 3.485 6.686
H 1.575 2.243 5.012
H 1.504 2.846 3.528
C -4.436 -0.662 1.000
C -4.478 0.830 1.286
C -3.917 1.193 2.652
O -2.527 0.966 2.689
C -1.849 1.789 3.610
N -3.801 1.530 0.178
H -4.929 -1.223 1.807
H -3.433 -1.090 0.958
H -4.984 -0.898 0.088
H -5.532 1.128 1.276
H -4.400 0.566 3.417
H -4.128 2.253 2.847
H -2.302 1.708 4.606
H -1.822 2.835 3.274
H -0.822 1.428 3.680
H -3.691 2.527 0.386
H -2.830 1.221 0.229
C -5.358 -1.303 -6.043
C -5.252 -2.048 -4.728
C -5.500 -1.164 -3.520
O -4.591 -0.083 -3.450
C -3.311 -0.424 -2.957
N -6.168 -3.197 -4.675
H -6.405 -1.105 -6.295
H -4.985 -1.939 -6.853
H -4.817 -0.361 -6.017
H -4.205 -2.387 -4.619
H -5.381 -1.755 -2.601
H -6.504 -0.736 -3.548
H -3.338 -1.081 -2.075
H -2.887 0.512 -2.582
H -2.668 -0.813 -3.755
H -6.086 -3.663 -3.765
H -5.808 -3.878 -5.342
C 5.244 1.304 -1.305
C 6.235 0.438 -0.528
C 7.393 1.263 0.039
O 8.019 2.073 -0.932
C 8.780 1.335 -1.853
N 5.548 -0.385 0.490
H 4.305 0.783 -1.469
H 5.693 1.571 -2.259
H 5.075 2.243 -0.768
H 6.635 -0.304 -1.231
H 8.153 0.633 0.522
H 6.967 1.945 0.786
H 9.507 1.988 -2.323
H 8.126 0.886 -2.609
H 9.323 0.520 -1.355
H 5.355 0.167 1.325
H 6.156 -1.143 0.789
C -3.462 -5.964 -0.706
C -3.874 -4.818 -1.650
C -2.903 -4.645 -2.800
O -1.643 -4.244 -2.331
C -0.875 -3.720 -3.393
N -5.212 -4.943 -2.197
H -4.277 -6.200 -0.022
H -2.562 -5.711 -0.154
H -3.281 -6.865 -1.306
H -3.791 -3.891 -1.064
H -3.347 -3.932 -3.504
H -2.830 -5.622 -3.319
H -0.561 -4.520 -4.068
H 0.027 -3.275 -2.971
H -1.423 -2.923 -3.900
H -5.882 -5.207 -1.485
H -5.256 -5.674 -2.903
C 3.870 -4.006 3.908
C 3.699 -3.421 2.525
C 2.462 -3.938 1.839
O 2.605 -3.619 0.456
C 1.387 -3.829 -0.268
N 3.631 -1.937 2.637
H 3.058 -3.669 4.558
H 4.814 -3.711 4.366
H 3.821 -5.096 3.876
H 4.554 -3.715 1.897
H 1.548 -3.469 2.216
H 2.418 -5.029 1.928
H 1.087 -4.880 -0.193
H 1.602 -3.624 -1.318
H 0.579 -3.188 0.084
H 3.726 -1.501 1.720
H 4.434 -1.650 3.191
C -0.648 4.668 -5.931
C -0.778 3.238 -5.418
C -1.925 3.109 -4.447
O -1.559 3.703 -3.206
C -2.585 3.635 -2.225
N -1.084 2.354 -6.552
H 0.144 4.731 -6.681
H -0.467 5.372 -5.122
H -1.582 4.958 -6.418
H 0.120 2.909 -4.870
H -2.102 2.040 -4.234
H -2.855 3.537 -4.837
H -2.804 2.576 -2.039
H -3.480 4.189 -2.515
H -2.136 4.059 -1.334
H -0.373 2.465 -7.272
H -0.958 1.381 -6.271
C 2.378 3.650 -2.286
C 2.012 4.880 -3.094
O 0.677 5.295 -2.849
H 2.114 3.849 -1.242
H 3.442 3.426 -2.315
H 1.763 2.816 -2.630
H 2.141 4.716 -4.173
H 2.624 5.744 -2.823
H 0.075 4.586 -3.144
C -3.332 5.788 3.107
C -4.081 5.267 1.907
O -3.254 4.502 1.035
H -2.461 6.378 2.823
H -3.012 4.952 3.732
H -4.012 6.404 3.701
H -4.565 6.068 1.343
H -4.858 4.579 2.254
H -2.333 4.789 1.156
```

The value obtained for the relative energy (zero: lowest compared OMol25 entry of this formula, charge and spin) is 0.000 eV. The calculation puts the HOMO energy at -0.318 hartree. Its LUMO energy is -0.040 eV. The largest force on an atom is 1.26 eV/A. Its frontier orbital gap is 8.6 eV.

Mulliken atomic charge list, values in e, 4 entries: atom 1 (O): -0.50, atom 2 (H): 0.26, atom 3 (H): 0.31, atom 4 (O): -0.16

***

# C15H45F2INa4O20P5

A structure of composition C15H45F2INa4O20P5 in a non-equilibrium geometry (ωB97M-V/def2-TZVPD, the OMol25 dataset).

Geometry as XYZ:
```
92
Properties=species:S:1:pos:R:3
Na 3.638 0.127 2.741
Na 0.480 0.595 0.575
Na 1.982 3.716 0.043
Na -1.553 4.809 -0.238
F 2.740 1.724 1.229
F -0.144 2.701 -0.360
I 1.796 -2.324 3.398
C -2.754 -3.290 -3.485
O -2.957 -3.212 -2.140
P -2.530 -4.459 -1.125
O -2.977 -5.846 -1.445
O -0.912 -4.274 -1.070
C -0.211 -3.274 -0.352
O -2.971 -3.777 0.351
C -4.315 -3.328 0.561
H -1.679 -3.189 -3.633
H -3.421 -2.563 -3.949
H -2.846 -4.293 -3.901
H -0.862 -2.511 0.075
H 0.363 -2.652 -1.039
H 0.242 -3.705 0.541
H -4.428 -2.244 0.566
H -4.590 -3.686 1.553
H -4.965 -3.917 -0.086
C -2.512 -1.938 3.328
O -3.277 -0.995 2.616
P -2.635 0.303 1.896
O -1.628 -0.076 0.877
O -3.967 0.930 1.254
C -4.272 0.852 -0.085
O -2.103 1.232 3.031
C -1.840 2.579 2.776
H -2.844 -2.097 4.355
H -1.458 -1.668 3.376
H -2.542 -2.970 2.979
H -3.454 0.503 -0.715
H -4.524 1.881 -0.341
H -5.240 0.370 -0.228
H -0.942 2.936 3.280
H -2.682 3.048 3.286
H -2.176 2.942 1.804
C 2.743 4.014 4.794
O 2.972 3.343 6.032
P 3.814 1.944 5.990
O 4.298 1.524 4.637
O 3.057 0.876 6.903
C 3.552 -0.525 7.102
O 5.025 2.162 7.033
C 4.969 2.775 8.322
H 3.674 3.742 4.298
H 2.636 5.087 4.955
H 1.873 3.548 4.331
H 3.051 -1.170 6.380
H 3.199 -0.891 8.065
H 4.640 -0.577 7.067
H 5.887 3.355 8.419
H 4.853 2.222 9.254
H 4.047 3.357 8.322
C 2.860 1.619 -3.079
O 3.196 0.207 -3.037
P 2.157 -0.849 -2.352
O 1.382 -0.392 -1.179
O 3.156 -2.088 -1.911
C 4.420 -1.900 -1.274
O 1.167 -1.358 -3.594
C 1.506 -2.618 -4.320
H 3.627 2.174 -2.540
H 1.803 1.773 -2.862
H 3.086 2.042 -4.058
H 4.342 -2.080 -0.202
H 4.882 -0.914 -1.309
H 5.053 -2.677 -1.702
H 0.542 -3.123 -4.374
H 2.114 -3.346 -3.783
H 1.679 -2.445 -5.382
C -3.751 0.414 -5.699
O -3.030 1.371 -6.461
P -1.790 2.155 -5.711
O -1.058 3.109 -6.553
O -2.498 2.703 -4.369
C -1.887 2.593 -3.110
O -0.817 0.900 -5.231
C 0.133 0.301 -6.131
H -4.793 0.623 -5.940
H -3.634 0.355 -4.616
H -3.321 -0.524 -6.052
H -0.875 2.190 -3.134
H -2.453 2.021 -2.375
H -1.785 3.597 -2.698
H -0.254 0.172 -7.141
H 0.494 -0.671 -5.794
H 1.023 0.923 -6.228
```

The value obtained for the relative energy (zero: lowest compared OMol25 entry of this formula, charge and spin) is 1.977 eV. The calculation puts the HOMO energy at -0.338 hartree. Its LUMO energy is -4.961 eV. The largest force on an atom is 4.15 eV/A. Its net charge is +1. Its frontier orbital gap is 4.2 eV.

Mulliken atomic charge list, values in e, 4 entries: atom 1 (Na): 0.64, atom 2 (Na): 1.22, atom 3 (Na): 0.77, atom 4 (Na): 0.85

***

# C40H90Cl20O10

A cluster of 15 separate species, C40H90Cl20O10 in total in a non-equilibrium geometry (ωB97M-V/def2-TZVPD, the OMol25 dataset).

Geometry as XYZ:
```
160
Properties=species:S:1:pos:R:3
C -0.661 -3.681 2.131
O -1.599 -4.325 2.966
C -1.937 -3.739 4.177
C -2.739 -4.757 4.965
O -2.052 -5.932 5.442
C -2.879 -6.660 6.287
H 0.350 -3.715 2.538
H -0.954 -2.636 2.038
H -0.735 -4.055 1.110
H -2.530 -2.830 4.085
H -1.104 -3.476 4.829
H -3.620 -5.073 4.406
H -3.163 -4.276 5.846
H -2.233 -7.338 6.845
H -3.585 -7.147 5.615
H -3.349 -5.982 7.000
C 2.485 0.620 -3.559
O 3.010 1.689 -2.756
C 4.363 2.034 -2.966
C 4.613 2.574 -4.401
O 3.858 3.729 -4.626
C 3.728 4.156 -5.968
H 1.444 0.499 -3.262
H 3.033 -0.271 -3.249
H 2.404 0.744 -4.639
H 4.885 1.077 -2.966
H 4.765 2.718 -2.218
H 4.416 1.796 -5.140
H 5.662 2.869 -4.421
H 2.906 4.868 -5.893
H 3.413 3.386 -6.671
H 4.593 4.770 -6.220
C 3.444 2.451 4.923
O 3.564 1.653 3.750
C 4.362 2.250 2.674
C 3.630 3.434 1.941
O 2.316 2.963 1.610
C 2.276 2.098 0.481
H 4.404 2.780 5.320
H 3.074 1.776 5.694
H 2.861 3.331 4.651
H 4.679 1.453 2.001
H 5.301 2.607 3.098
H 4.246 3.576 1.053
H 3.575 4.412 2.418
H 2.813 1.168 0.672
H 2.660 2.524 -0.446
H 1.239 1.821 0.294
C 1.548 -1.505 0.053
O 0.301 -0.889 0.097
C -0.485 -0.941 -1.091
C -2.055 -0.658 -0.894
O -2.082 0.477 -0.020
C -1.762 1.706 -0.604
H 1.443 -2.582 -0.078
H 2.176 -1.333 0.926
H 2.108 -1.121 -0.800
H -0.416 -1.933 -1.536
H -0.116 -0.300 -1.892
H -2.382 -1.508 -0.296
H -2.657 -0.499 -1.789
H -2.419 2.020 -1.416
H -0.728 1.670 -0.948
H -1.805 2.573 0.054
C -7.993 1.658 1.108
O -6.850 0.792 1.039
C -5.596 1.417 0.741
C -5.614 2.585 -0.337
O -5.823 2.088 -1.590
C -5.887 3.076 -2.659
H -8.159 2.232 0.196
H -7.973 2.408 1.898
H -8.844 0.979 1.164
H -4.928 0.584 0.524
H -5.274 1.893 1.668
H -4.596 2.968 -0.263
H -6.327 3.385 -0.138
H -4.952 3.282 -3.181
H -6.251 4.062 -2.371
H -6.607 2.622 -3.340
Cl 5.538 -2.986 5.168
C 5.273 -1.508 4.157
C 4.305 -1.797 3.020
Cl 2.702 -2.305 3.607
H 6.253 -1.336 3.710
H 4.938 -0.696 4.802
H 4.696 -2.626 2.430
H 4.191 -0.926 2.375
Cl -0.953 0.559 -4.558
C -0.564 -1.125 -4.958
C -1.568 -1.634 -5.957
Cl -0.918 -3.081 -6.640
H -0.624 -1.664 -4.012
H 0.446 -0.981 -5.343
H -1.556 -0.846 -6.711
H -2.544 -1.777 -5.494
Cl -5.623 -3.737 0.468
C -4.601 -2.562 1.341
C -5.401 -1.850 2.371
Cl -5.733 -2.863 3.816
H -4.336 -1.839 0.570
H -3.774 -3.133 1.764
H -6.350 -1.444 2.019
H -4.753 -1.012 2.626
Cl -0.629 2.705 4.625
C -0.491 1.662 3.217
C 0.301 0.418 3.590
Cl -0.668 -0.681 4.657
H -0.012 2.133 2.359
H -1.489 1.458 2.828
H 1.265 0.690 4.020
H 0.482 -0.230 2.733
Cl -4.256 -1.956 -3.576
C -5.274 -0.499 -3.183
C -6.715 -0.813 -3.763
Cl -7.496 -2.079 -2.830
H -4.866 0.374 -3.693
H -5.281 -0.366 -2.102
H -6.739 -1.105 -4.813
H -7.428 -0.005 -3.604
Cl 2.551 -2.835 -4.033
C 3.847 -3.812 -3.231
C 4.758 -2.901 -2.425
Cl 6.106 -3.874 -1.880
H 4.462 -4.232 -4.026
H 3.363 -4.642 -2.716
H 4.270 -2.525 -1.526
H 5.241 -2.119 -3.011
Cl 7.061 -1.958 0.894
C 7.428 -0.244 0.436
C 6.537 0.139 -0.801
Cl 4.835 -0.276 -0.396
H 8.491 -0.295 0.203
H 7.232 0.332 1.340
H 6.824 -0.394 -1.707
H 6.712 1.206 -0.942
Cl -0.850 -5.112 -1.796
C -0.714 -6.321 -0.502
C 0.689 -6.340 0.030
Cl 1.751 -7.084 -1.172
H -1.042 -7.201 -1.056
H -1.454 -6.147 0.279
H 0.871 -6.920 0.935
H 1.152 -5.360 0.144
Cl -1.245 3.977 -3.582
C 0.368 4.756 -3.475
C 0.740 4.865 -2.024
Cl 2.400 5.434 -1.850
H 0.309 5.709 -4.000
H 1.098 4.140 -4.001
H 0.574 3.910 -1.527
H 0.106 5.666 -1.643
Cl -1.202 8.123 2.662
C -0.992 6.497 3.282
C -0.054 5.583 2.504
Cl -0.671 5.180 0.901
H -2.001 6.087 3.326
H -0.575 6.631 4.279
H 0.123 4.620 2.983
H 0.924 6.053 2.399
```

The calculation puts the HOMO energy (spin up / spin down) at -0.004 / -0.281 hartree. The multiplicity is 2. Its LUMO energy (spin up / spin down) is 1.617 / 1.616 eV. The largest force on an atom is 3.85 eV/A. Its expectation value of S² is 0.75. Its net charge is -1. Its frontier orbital gap (spin up / spin down) is 1.7 / 9.3 eV.

Mulliken atomic charge list, values in e, 4 entries: atom 1 (C): -0.07, atom 2 (O): -0.37, atom 3 (C): -0.07, atom 4 (C): -1.07